1.
C26H32F3 | wB97M-V/def2-TZVPD

Output
Largest force on an atom: 0.01944 hartree/bohr
Charge: +1
LUMO level: -6.18 eV
Kohn-Sham gap: 5.3 eV

Geometry (Å):
C 0.6890 2.2648 3.3031
C -0.3529 1.6431 4.2475
C -0.9237 0.2870 3.8144
C -1.7433 0.3374 2.5251
C -2.0729 -1.0570 1.9592
C -0.9751 -1.6555 1.0540
C 0.3072 -2.0475 1.7333
C 0.3034 -2.8929 2.7514
C 1.6048 -1.5178 1.1817
C 1.8588 -0.0389 1.5131
C 2.2506 0.2068 2.9754
C 2.1013 1.6687 3.4126
H 0.3362 2.2184 2.2686
H 0.7525 3.3432 3.5081
H 0.0909 1.5617 5.2477
H -1.1956 2.3359 4.3701
H -0.1288 -0.4486 3.6973
H -1.5494 -0.1301 4.6153
H -2.6622 0.9079 2.7189
H -1.2177 0.9172 1.7591
H -2.2882 -1.7386 2.7910
H -3.0122 -1.0037 1.3895
H -1.3640 -2.5433 0.5394
H -0.7460 -0.9434 0.2517
H 1.2155 -3.1976 3.2265
H -0.6111 -3.3075 3.1271
H 2.4382 -2.1234 1.5558
H 1.6085 -1.6706 0.0945
H 2.6378 0.3787 0.8602
H 0.9567 0.5298 1.2679
H 1.6756 -0.4468 3.6368
H 3.2853 -0.1307 3.1280
H 2.7975 2.2740 2.8169
H 2.4475 1.7785 4.4484
F 4.6975 -4.1596 -4.7193
C 3.3529 -4.1946 -4.8257
F 2.8768 -2.9692 -5.1286
F 2.9872 -5.0853 -5.7706
C 2.7642 -4.6382 -3.4975
C 1.5563 -4.1291 -3.0600
C 1.0166 -4.5486 -1.8705
C 1.6630 -5.5167 -1.0681
C 1.0556 -5.8741 0.1632
C 1.4484 -6.7384 1.2189
C 0.5376 -6.9379 2.2805
C 0.8066 -7.8092 3.3063
C 1.9884 -8.5230 3.3174
C 2.9227 -8.3189 2.3189
C 2.6780 -7.4257 1.3045
C 2.8635 -6.0624 -1.5745
C 3.4032 -5.6075 -2.7498
H 1.0546 -3.4030 -3.6778
H 0.0759 -4.1384 -1.5431
H 0.0987 -5.4068 0.3238
H -0.3876 -6.3900 2.2799
H 0.0935 -7.9362 4.1051
H 2.1855 -9.2264 4.1102
H 3.8515 -8.8632 2.3434
H 3.4729 -7.2107 0.6209
H 3.3399 -6.8883 -1.0874
H 4.3358 -5.9988 -3.1191

Atomic partial charges in e from the Mulliken method, atoms 1 to 2:
1 C -0.542
2 C -1.087


2.
C3H5N3 | wB97M-V/def2-TZVPD

Output
Largest force on an atom: 0.06980 hartree/bohr
Charge: 0
LUMO level: 0.81 eV
Kohn-Sham gap: 9.9 eV

Geometry (Å):
C 0.6797 1.5406 0.3879
C -2.5218 0.1548 0.8083
C 0.9993 0.1190 -1.4109
N 1.2315 2.3360 1.0238
N -3.5062 0.5277 0.3204
N 0.1105 0.8331 -0.5760
H -0.9038 0.5772 -0.3011
H 0.6891 0.1760 -2.4799
H 2.0286 0.5514 -1.1877
H 1.1436 -0.9204 -1.2381
H -4.4385 0.8707 0.1417

Atomic partial charges in e from the Mulliken method, atoms 1 to 2:
1 C 0.389
2 C -0.215


3.
C5H17N3O | wB97M-V/def2-TZVPD

Output
Largest force on an atom: 0.09222 hartree/bohr
Charge: +1
LUMO level (alpha / beta): -3.06 / -8.75 eV
Kohn-Sham gap (alpha / beta): 10.0 / 4.0 eV
2S+1: 2

Geometry (Å):
N 0.7464 -2.9426 -1.1466
C -0.2206 -2.2213 -0.2971
C -1.2107 -1.5448 -1.3318
N -2.0009 -0.3807 -0.7194
C -1.4628 0.9638 -0.8432
C -0.2854 1.3464 0.1178
N -0.4119 0.5678 1.4191
C 0.7855 0.7233 2.3106
H 0.7645 -2.5093 -2.0859
H 1.6366 -2.8979 -0.8702
H -0.7249 -2.9302 0.3158
H 0.1863 -1.3882 0.3676
H -1.8692 -2.3316 -1.6622
H -0.7306 -1.2915 -2.2758
H -2.0244 -0.5486 0.2066
H -2.1053 1.8028 -0.7411
H -0.9050 1.1612 -1.9009
H 0.6841 0.8776 -0.2467
H -0.3275 2.4895 0.1460
H -1.2993 0.8049 1.9059
H 1.2824 1.7101 2.2686
H 0.5309 0.4682 3.4059
H 1.5276 -0.0061 1.9439
H 1.8099 3.0058 -0.0022
H 3.0469 2.2277 0.1715
O 2.5774 2.8437 -0.4562

Atomic partial charges in e from the Mulliken method, atoms 1 to 2:
1 N -0.479
2 C 0.244


4.
C12H39N2O9 | wB97M-V/def2-TZVPD

Output
Largest force on an atom: 0.04391 hartree/bohr
Charge: +1
LUMO level: -2.18 eV
Kohn-Sham gap: 9.9 eV

Geometry (Å):
N -0.4101 -0.2479 1.4736
H -0.6348 -0.6901 0.5490
H 0.5924 -0.1715 1.6474
H -0.9450 -0.6878 2.2578
H -0.8217 0.7107 1.4312
C 0.3785 1.0513 -2.1790
C -0.7778 0.0257 -2.2040
C -1.0485 -0.3840 -3.6448
O -2.2770 -1.0456 -3.7215
C -2.7246 -1.3337 -5.0444
N -0.5325 -1.0657 -1.2835
H 1.2448 0.6229 -2.6908
H 0.5483 1.3157 -1.1361
H 0.1306 1.9320 -2.7720
H -1.6406 0.6191 -1.8730
H -0.2258 -1.0511 -3.9588
H -0.9246 0.4427 -4.3576
H -2.6614 -0.4081 -5.6127
H -3.7454 -1.6944 -4.9153
H -2.2465 -2.2024 -5.5056
H -1.3337 -1.6840 -1.3937
H 0.2440 -1.5923 -1.7069
C 3.0808 0.8070 3.1047
C 3.0204 2.2950 3.4709
O 4.0898 2.9718 2.8003
O 2.5232 0.5815 1.7978
H 2.5863 0.1571 3.8286
H 4.1010 0.4195 3.0622
H 3.2836 2.4385 4.5204
H 2.0655 2.7718 3.2445
H 3.7870 3.2942 1.9459
H 3.0397 1.1237 1.1917
C -2.3113 -3.1091 2.2198
C -3.0455 -2.1680 3.1283
O -2.3725 -0.9182 3.3769
O -2.4959 -2.7606 0.8494
H -2.6016 -4.1414 2.4210
H -1.2353 -3.0684 2.4429
H -3.2391 -2.7280 4.0496
H -4.0155 -1.9492 2.6748
H -3.0817 -0.3138 3.6170
H -2.9804 -3.4966 0.4618
C 2.9016 -2.1675 -1.9026
C 2.8637 -2.4075 -0.3888
O 4.1537 -2.2383 0.1613
O 1.7105 -2.6214 -2.5361
H 3.7794 -2.6757 -2.3142
H 3.0993 -1.1185 -2.1576
H 2.4637 -3.3807 -0.1130
H 2.2148 -1.6766 0.1112
H 4.4680 -1.3440 0.0060
H 1.8564 -2.6873 -3.4844
C -1.1164 4.1352 -0.2082
C -0.9123 3.4987 1.1535
O -1.6022 2.2546 1.2676
O -2.4910 4.4230 -0.4187
H -0.8013 3.4435 -0.9865
H -0.5286 5.0565 -0.2447
H -1.3062 4.1236 1.9649
H 0.1414 3.2919 1.3551
H -2.4965 2.3728 0.9144
H -2.7851 5.0494 0.2528

Atomic partial charges in e from the Mulliken method, atoms 1 to 2:
1 N 0.211
2 H 0.190


5.
C10H16NO | wB97M-V/def2-TZVPD

Output
Largest force on an atom: 0.13265 hartree/bohr
Charge: +1
LUMO level: -4.65 eV
Kohn-Sham gap: 7.0 eV

Geometry (Å):
C -2.2883 -1.4762 -0.5576
C -1.6387 -0.2668 -1.0596
C -1.4326 -2.1375 0.2300
C -0.3386 -0.2020 -0.2656
C 2.3411 -0.7734 1.1774
C 2.3226 -1.5046 -0.1075
C 2.2409 0.0286 -0.1042
C 0.7178 1.6489 -1.4069
C -1.3081 0.8152 1.3612
C 0.8883 0.4885 -0.5574
N -1.5161 2.1031 1.1442
O -0.2925 -1.4654 0.4458
H -3.2777 -1.8032 -0.7725
H -1.2482 -0.2187 -2.0418
H -1.6111 -3.0302 0.6459
H 1.5209 -0.9015 1.7564
H 3.3446 -0.6319 1.5873
H 3.2847 -1.9373 -0.3197
H 1.5083 -2.1740 -0.2510
H 2.8891 0.7358 -0.5922
H 0.8380 2.5489 -0.8969
H -0.1544 1.5690 -1.9229
H 1.4756 1.7999 -2.0504
H -0.6392 0.8093 2.2083
H -2.0589 0.1704 1.4515
H -2.1724 0.5854 -1.0417
H -1.0359 2.9197 1.3789
H -2.3593 2.3000 0.5609

Atomic partial charges in e from the Mulliken method, atoms 1 to 2:
1 C -0.601
2 C -0.868


6.
C4H11S2 | wB97M-V/def2-TZVPD

Output
Largest force on an atom: 0.00988 hartree/bohr
Charge: -1
LUMO level: 3.20 eV
Kohn-Sham gap: 5.6 eV

Geometry (Å):
C -0.6527 1.7655 -1.3300
C -1.5954 0.6990 -0.7717
C -1.1025 0.2261 0.5855
S -2.2595 -1.0304 1.2321
H -0.7419 1.9036 -2.4061
H 0.3748 1.4550 -1.1307
H -0.8205 2.7271 -0.8417
H -2.6309 1.0554 -0.6996
H -1.6610 -0.1514 -1.4545
H -1.0179 1.0811 1.2520
H -0.1363 -0.2618 0.4663
H -1.6275 -1.3101 2.3743
C 2.8213 -1.7110 0.6392
S 2.0839 -0.5457 -0.5681
H 2.5985 -1.4097 1.6602
H 2.4569 -2.7203 0.4509
H 3.9107 -1.7725 0.5420

Atomic partial charges in e from the Mulliken method, atoms 1 to 2:
1 C -1.013
2 C -0.539


7.
C4H7FN2 | wB97M-V/def2-TZVPD

Output
Largest force on an atom: 0.06196 hartree/bohr
Charge: 0
SMILES: [H]/N=C\N(C)/C=C\F
LUMO level: 0.88 eV
Kohn-Sham gap: 9.4 eV

Geometry (Å):
H -2.1426 -1.7141 0.1993
N -2.5752 -0.7616 -0.0082
C -1.8189 0.2298 -0.0261
N -0.4817 0.3657 -0.0264
C 0.1734 1.7113 0.0559
C 0.2739 -0.8195 -0.0519
C 1.5707 -1.0125 0.0449
F 2.4501 0.0065 -0.0512
H -2.3241 1.1897 -0.1530
H 0.8041 1.8324 -0.7775
H -0.5484 2.5461 0.0732
H 0.7461 1.8923 0.9444
H -0.4227 -1.6669 0.1322
H 2.0412 -2.0211 0.1476

Atomic partial charges in e from the Mulliken method, atoms 1 to 2:
1 H 0.253
2 N -0.705


8.
CH4FP | wB97M-V/def2-TZVPD

Output
Largest force on an atom: 0.05304 hartree/bohr
Charge: 0
LUMO level (alpha / beta): -3.46 / -3.46 eV
Kohn-Sham gap (alpha / beta): 6.3 / 6.3 eV

Geometry (Å):
C -0.6194 -0.2491 0.0452
F 2.0845 -0.9317 0.4191
P 0.1202 1.4069 0.4099
H 0.1758 -0.6212 -0.5760
H -1.6830 -0.4533 -0.3853
H -0.6118 -0.7133 1.0471
H 0.5337 1.5618 -0.9600

Atomic partial charges in e from the Mulliken method, atoms 1 to 2:
1 C -0.776
2 F -0.662


9.
C15H40B2N2O6Si2 | wB97M-V/def2-TZVPD

Output
Largest force on an atom: 0.04669 hartree/bohr
Charge: 0
LUMO level: 0.35 eV
Kohn-Sham gap: 9.2 eV

Geometry (Å):
C -1.0288 -5.2669 -0.4607
C 0.1800 -5.5110 -1.4498
C 1.0741 -4.2243 -1.4496
C 0.6919 -3.2030 -2.5724
N -0.4046 -2.2884 -2.1841
Si 0.0686 -0.9737 -1.0872
O -0.6514 0.4722 -1.7059
Si 0.0739 1.9429 -1.2049
C -1.0362 3.3664 -1.8734
C -2.2117 3.7459 -0.9087
C -3.1230 2.5484 -0.5005
C -4.3864 3.0780 0.2775
O -5.0614 1.9378 0.8451
C 0.1998 2.1918 0.6693
C 0.9480 3.5871 0.8996
C 2.1215 3.4681 1.9335
O 1.7805 4.0626 3.1895
C 1.6573 3.0447 4.1923
B -0.8585 -1.3390 0.6462
O -0.3613 -0.9623 1.9050
O -2.1194 -1.9955 0.5885
C -3.0124 -1.4002 -0.3582
B 1.9911 -0.8596 -0.6802
O 2.9962 -0.2578 -1.4680
N 2.4632 -1.5230 0.5883
C 3.0739 -0.5436 1.5170
C 3.6117 -2.3767 0.1123
H -0.6086 -5.0144 0.5320
H -1.6856 -6.1602 -0.4267
H -1.5820 -4.3869 -0.8525
H 0.7850 -6.3237 -0.9876
H -0.1544 -5.7943 -2.4640
H 2.1303 -4.5416 -1.6111
H 1.0398 -3.7942 -0.4266
H 1.5890 -2.6960 -3.0139
H 0.2961 -3.8302 -3.4085
H -0.6860 -1.8313 -3.0556
H 1.3885 2.1212 -1.8324
H -1.4567 3.0997 -2.8630
H -0.3644 4.2480 -1.9673
H -1.8796 4.3344 -0.0253
H -2.8730 4.4448 -1.4768
H -2.6326 1.8335 0.1919
H -3.4772 1.9646 -1.3795
H -5.0583 3.6512 -0.3888
H -4.0414 3.6806 1.1410
H -4.6161 1.1475 0.5408
H 0.8711 1.4191 1.0951
H -0.7634 2.1954 1.2090
H 0.2272 4.3732 1.1960
H 1.4226 3.8720 -0.0710
H 3.0077 4.0059 1.5293
H 2.4362 2.4232 2.1156
H 1.5520 3.5059 5.1948
H 2.5821 2.4235 4.2460
H 0.7668 2.4359 3.9215
H -1.0551 -1.2173 2.5281
H -4.0414 -1.6267 0.0081
H -2.9477 -1.8763 -1.3606
H -2.9363 -0.2988 -0.4054
H 2.6055 0.1904 -2.2205
H 3.7791 -1.1145 2.1654
H 3.6382 0.2724 1.0173
H 2.2933 -0.1677 2.2167
H 3.7942 -3.2233 0.8036
H 4.5263 -1.7381 0.0552
H 3.4523 -2.7277 -0.9308

Atomic partial charges in e from the Mulliken method, atoms 1 to 2:
1 C -0.818
2 C -0.763


10.
C2HBN2S | wB97M-V/def2-TZVPD

Output
Largest force on an atom: 0.05457 hartree/bohr
Charge: 0
LUMO level: -3.69 eV
Kohn-Sham gap: 5.0 eV

Geometry (Å):
B -0.8505 0.1971 -0.1887
C -1.0036 1.6150 -0.4440
C -0.7117 -1.2362 -0.0728
N -1.2364 2.7514 -0.4731
N -0.5610 -2.3887 0.1379
S 2.5684 0.0821 0.5584
H 1.7948 -1.0208 0.4824

Atomic partial charges in e from the Mulliken method, atoms 1 to 2:
1 B 0.168
2 C 0.433


11.
C11H15N | wB97M-V/def2-TZVPD

Output
Largest force on an atom: 0.05375 hartree/bohr
Charge: +1
LUMO level (alpha / beta): -3.72 / -7.35 eV
Kohn-Sham gap (alpha / beta): 9.6 / 5.9 eV
2S+1: 2

Geometry (Å):
C -3.3781 0.7047 -1.3804
C -4.7583 0.9620 -1.9175
H -2.9645 -0.2659 -1.6694
H -2.6526 1.4044 -1.7980
H -3.3111 0.7027 -0.2895
H -5.3380 1.7609 -1.4216
H -5.4058 0.1007 -1.7259
H -4.7637 1.0734 -3.0008
C 3.6766 1.5816 0.7153
C 1.3149 -1.2150 1.3311
C 1.7204 -0.0983 0.5488
C 2.9598 0.4007 1.2232
C 3.2152 -0.4368 2.2564
C -0.4741 -1.7095 -0.2017
C 0.2618 -2.0672 0.9332
C -0.0530 -0.6153 -0.9271
C 1.0032 0.2581 -0.5750
N 2.1469 -1.3961 2.3598
H -1.3503 -2.2331 -0.5694
H -0.1377 -2.8911 1.5090
H -0.5456 -0.3003 -1.8474
H 1.2499 1.1368 -1.1527
H 2.2552 -2.1800 2.9909
H 3.7683 -0.3109 3.1631
H 4.6699 1.8109 1.0702
H 3.0540 2.4929 0.7340
H 3.8367 1.3299 -0.3586

Atomic partial charges in e from the Mulliken method, atoms 1 to 2:
1 C -0.586
2 C -1.034


12.
C9H20N | wB97M-V/def2-TZVPD

Output
Largest force on an atom: 0.00418 hartree/bohr
Charge: -1
LUMO level: 4.08 eV
Kohn-Sham gap: 5.6 eV

Geometry (Å):
C 0.6459 1.0734 2.8324
C 0.9868 1.8807 1.5783
C -0.2228 2.3980 0.7822
C -1.4994 1.5510 0.8463
C -1.3774 0.0812 0.3506
N -0.1788 -0.1556 -0.3740
C -0.2043 -1.4062 -1.0464
C -0.2939 -2.6611 -0.1481
C 1.0447 -1.5129 -1.9322
C 0.8884 -0.7788 -3.2581
H 1.4874 1.0681 3.5315
H -0.2201 1.4720 3.3667
H 0.4354 0.0417 2.5477
H 1.5451 1.2272 0.9106
H 1.6358 2.7237 1.8496
H -0.4793 3.4064 1.1385
H 0.0686 2.4953 -0.2632
H -1.8751 1.5621 1.8758
H -2.2607 2.0672 0.2499
H -1.5299 -0.5733 1.2457
H -2.2861 -0.1307 -0.2785
H -1.0886 -1.4743 -1.7479
H -0.4543 -3.5631 -0.7533
H 0.6459 -2.7862 0.4024
H -1.1139 -2.5895 0.5671
H 1.8740 -1.0818 -1.3638
H 1.2890 -2.5657 -2.1285
H 1.8265 -0.7481 -3.8219
H 0.1407 -1.2695 -3.8874
H 0.5706 0.2488 -3.0720

Atomic partial charges in e from the Mulliken method, atoms 1 to 2:
1 C -1.025
2 C -0.232


13.
C4H15N3 | wB97M-V/def2-TZVPD

Output
Largest force on an atom: 0.00833 hartree/bohr
Charge: -1
LUMO level (alpha / beta): 3.89 / 4.06 eV
Kohn-Sham gap (alpha / beta): 2.4 / 9.2 eV
2S+1: 2

Geometry (Å):
C 1.0457 -2.8104 1.5348
N 1.7798 -1.5611 1.5507
C 1.1661 -0.5112 0.7535
N 1.4171 -0.6329 -0.6675
H 1.4627 -3.4949 2.2766
H -0.0260 -2.6822 1.7412
H 1.1384 -3.2846 0.5567
H 1.9542 -1.2279 2.4875
H 1.5587 0.4447 1.1051
H 0.0842 -0.4896 0.9146
H 2.3737 -0.9375 -0.8120
H 0.8160 -1.3326 -1.0882
C -0.6021 1.7998 -1.8780
N -1.0239 1.8550 -0.4892
C -2.4626 1.7546 -0.3299
H -0.8709 0.8238 -2.2848
H -1.0590 2.5894 -2.5076
H 0.4819 1.8918 -1.9380
H -0.7006 2.7151 -0.0635
H -3.0162 2.5965 -0.7685
H -2.7143 1.6556 0.7260
H -2.8029 0.8385 -0.8195

Atomic partial charges in e from the Mulliken method, atoms 1 to 2:
1 C -2.463
2 N 0.395


14.
C9H15N2 | wB97M-V/def2-TZVPD

Output
Largest force on an atom: 0.07564 hartree/bohr
Charge: +1
SMILES: C=C1C(C)=C(C)C(=C)C1(N)[NH3+]
LUMO level: -3.53 eV
Kohn-Sham gap: 8.6 eV

Geometry (Å):
C -0.7941 -2.4655 -0.0277
C -0.3059 -1.1980 0.0477
C 1.0490 -0.6311 0.1113
C 2.2035 -1.6095 0.3683
C 1.0740 0.6894 0.3658
C 2.2350 1.6250 0.2541
C -0.2903 1.1600 0.2487
C -0.6898 2.4343 0.2024
C -1.2353 -0.0253 0.2360
N -2.2510 -0.0263 1.2092
N -1.9813 0.0750 -1.2825
H -1.8419 -2.7713 -0.1282
H -0.1312 -3.3888 -0.1227
H 1.7341 -2.1780 1.2007
H 2.9697 -0.9224 0.7721
H 2.5597 -2.2632 -0.4170
H 3.2168 1.0826 0.3208
H 2.0565 2.5054 0.9768
H 2.1673 2.0277 -0.7587
H -0.0068 3.3051 0.3606
H -1.6784 2.5246 0.3814
H -2.3161 0.7315 1.9390
H -2.4164 -0.8830 1.5842
H -2.3384 -0.8108 -1.3407
H -1.2100 0.1496 -2.1080
H -2.8550 0.7107 -1.4315

Atomic partial charges in e from the Mulliken method, atoms 1 to 2:
1 C -1.400
2 C 0.064